1.
A molecular structure, C57H47Cl2NO3P2STl. Source: OMol25; level of theory: the ωB97M-V functional and the def2-TZVPD basis.

## Properties
total energy = -4654.2583 hartree
HOMO level (alpha / beta) = -9.563 / -10.120 eV
net charge = +1
lowest unoccupied orbital energy (alpha / beta) = -3.81 / -2.97 eV
spin multiplicity = 1
energy above the lowest of the compared OMol25 structures with the same formula, charge and spin = 294.0 kJ/mol

Last column: Mulliken charge in e.
Positions of all 114 atoms, in Å:
Tl: 0.561 1.871 1.178  1.485
O: -3.262 -1.509 -1.423  -0.839
S: -1.686 -1.270 -1.392  1.402
C: -1.179 -2.043 0.127  0.110
C: -0.416 -3.183 0.123  0.485
C: 0.183 -3.762 1.253  -1.541
C: 0.161 -3.048 2.424  0.579
C: 0.789 -3.240 3.774  -0.822
C: 0.228 -2.085 4.693  -0.490
C: -0.715 -1.338 3.774  -0.218
C: -1.443 -0.153 3.927  -0.827
C: -2.259 0.301 2.860  0.304
C: -2.287 -0.304 1.629  1.100
P: -3.683 0.027 0.418  1.053
C: -5.261 -0.475 1.082  0.331
C: -5.828 0.321 2.095  -0.205
C: -6.966 -0.115 2.722  -0.812
C: -7.560 -1.299 2.337  -0.550
C: -7.030 -2.046 1.307  -0.548
C: -5.852 -1.639 0.675  -0.486
C: -3.724 1.676 -0.216  1.213
C: -4.950 2.357 -0.310  -0.986
C: -4.907 3.640 -0.805  -0.751
C: -3.721 4.233 -1.272  -0.875
C: -2.541 3.504 -1.224  -0.442
C: -2.529 2.223 -0.681  0.662
C: -1.441 -1.417 1.374  -1.577
C: -0.674 -1.894 2.470  0.909
C: -1.102 -2.404 -2.693  -0.334
C: -2.085 -3.100 -3.339  0.005
C: -1.842 -3.999 -4.419  -1.319
C: -0.559 -4.144 -4.851  -0.043
C: 0.083 -4.888 -6.008  -0.695
C: 1.605 -4.868 -5.706  -0.917
C: 1.742 -3.881 -4.559  0.032
C: 2.858 -3.449 -3.891  -1.481
C: 2.697 -2.573 -2.792  -0.160
C: 1.453 -2.072 -2.453  1.348
P: 1.336 -0.635 -1.296  0.856
C: 1.636 0.665 -2.548  0.539
C: 2.840 0.743 -3.245  -0.290
C: 3.068 1.789 -4.120  -0.905
C: 2.125 2.804 -4.262  -0.695
C: 0.924 2.771 -3.549  -0.488
C: 0.663 1.698 -2.703  -0.491
C: 2.973 -0.650 -0.452  0.572
C: 3.463 -1.849 0.064  -0.712
C: 4.748 -1.913 0.565  -0.844
C: 5.586 -0.786 0.570  -1.129
C: 5.021 0.435 0.176  -0.555
C: 3.735 0.502 -0.341  -0.411
C: 0.262 -2.568 -3.109  -1.766
C: 0.457 -3.459 -4.146  1.271
H: -0.199 -3.659 -0.831  0.623
H: 0.753 -4.698 1.169  0.410
H: 1.868 -3.146 3.658  0.270
H: 0.606 -4.257 4.156  0.306
H: 1.006 -1.378 5.027  -0.069
H: -0.302 -2.558 5.531  0.364
H: -1.425 0.398 4.889  0.401
H: -2.931 1.157 3.066  0.409
H: -5.386 1.262 2.403  0.414
H: -7.295 0.391 3.596  0.421
H: -8.448 -1.584 2.867  0.419
H: -7.488 -2.984 0.941  0.387
H: -5.369 -2.207 -0.086  0.504
H: -5.911 1.925 -0.034  0.492
H: -5.827 4.237 -0.896  0.393
H: -3.734 5.239 -1.713  0.437
H: -1.678 3.935 -1.701  0.475
H: -1.633 1.639 -0.635  -0.915
H: -3.089 -2.954 -2.977  0.674
H: -2.667 -4.606 -4.818  0.418
H: -0.036 -4.258 -6.887  0.287
H: -0.334 -5.881 -6.166  0.393
H: 2.125 -4.544 -6.618  0.320
H: 2.012 -5.864 -5.494  0.311
H: 3.795 -3.877 -4.190  0.544
H: 3.549 -2.290 -2.206  0.690
H: 3.569 -0.018 -3.139  0.525
H: 3.956 1.799 -4.700  0.498
H: 2.343 3.627 -4.946  0.410
H: 0.194 3.542 -3.693  0.540
H: -0.274 1.653 -2.206  -0.096
H: 2.852 -2.750 -0.015  0.600
H: 5.181 -2.875 0.793  0.502
H: 6.576 -0.883 0.915  0.489
H: 5.546 1.360 0.238  0.539
H: 3.346 1.463 -0.673  -0.123
Cl: 0.218 5.411 -0.666  -0.169
C: 1.971 5.198 -1.018  -1.002
C: 2.631 3.881 -0.563  -0.148
O: 3.867 3.899 -0.477  -0.702
O: 1.872 2.895 -0.317  -0.388
H: 2.503 5.981 -0.512  0.515
H: 2.163 5.321 -2.079  0.364
N: -1.359 3.971 2.026  -0.245
H: -0.952 4.884 1.889  0.195
H: -1.578 3.805 2.995  0.177
H: -2.197 3.995 1.433  0.063
Cl: 0.679 3.392 5.679  -0.226
C: 1.997 2.523 4.955  0.641
C: 2.413 1.401 5.620  -0.606
C: 3.445 0.618 5.134  -0.579
C: 4.030 0.967 3.883  -0.376
C: 3.631 2.118 3.224  -0.063
C: 2.634 2.968 3.780  0.449
C: 2.248 4.119 3.053  -1.587
H: 1.945 1.119 6.539  0.475
H: 3.711 -0.261 5.710  0.453
H: 4.776 0.310 3.415  0.396
H: 4.065 2.377 2.277  0.293
H: 2.816 4.425 2.192  0.417
H: 1.518 4.828 3.392  0.343

***

2.
A molecular structure, C57H48AsCsF18N9O2S3. Source: OMol25; level of theory: the ωB97M-V functional and the def2-TZVPD basis.

## Properties
total energy = -8092.5551 hartree
HOMO level (alpha / beta) = -2.855 / -3.212 eV
net charge = -2
lowest unoccupied orbital energy (alpha / beta) = 3.43 / 3.43 eV
<S²> = 0.79
spin multiplicity = 2
energy above the lowest of the compared OMol25 structures with the same formula, charge and spin = 19.3 kJ/mol

Last column: Löwdin spin population.
Positions of all 139 atoms, in Å:
Cs: -1.517 -0.116 1.324  -0.001
C: 3.400 5.483 3.037  0.004
C: 2.145 4.886 2.455  0.021
C: 0.886 5.372 2.787  -0.003
C: -0.256 4.782 2.279  0.034
C: -0.183 3.658 1.443  0.030
N: -1.379 3.015 1.119  0.461
C: -2.391 3.736 0.571  0.007
C: -2.109 4.843 -0.259  0.109
C: -3.106 5.599 -0.841  -0.011
C: -4.437 5.291 -0.595  0.107
C: -5.555 6.114 -1.176  0.019
C: -4.729 4.192 0.218  -0.017
C: -3.765 3.384 0.795  0.094
C: -4.118 2.110 1.628  0.005
O: -3.640 1.007 1.079  0.009
C: -5.673 1.935 1.763  0.000
F: -6.326 2.973 2.362  0.000
F: -6.244 1.797 0.539  0.000
F: -5.996 0.834 2.438  0.000
C: -3.594 2.369 3.136  0.002
F: -4.489 2.045 4.096  0.000
F: -2.492 1.674 3.418  0.002
F: -3.302 3.680 3.359  0.004
C: 1.086 3.187 1.060  0.030
C: 2.214 3.811 1.578  -0.003
C: 1.153 2.054 0.007  0.004
O: 0.037 1.361 -0.099  0.073
C: 1.497 2.744 -1.369  0.000
F: 2.554 3.591 -1.379  0.000
F: 0.444 3.468 -1.788  0.000
F: 1.746 1.829 -2.342  0.000
C: 2.345 1.082 0.345  0.006
F: 3.584 1.532 -0.056  0.001
F: 2.440 0.845 1.649  0.000
F: 2.192 -0.107 -0.262  0.001
H: 3.225 6.501 3.388  0.000
H: 4.204 5.510 2.300  0.000
H: 3.758 4.897 3.888  0.002
H: 0.795 6.218 3.460  0.000
H: -1.236 5.140 2.569  -0.001
H: -1.070 5.070 -0.457  0.004
H: -2.848 6.434 -1.485  -0.004
H: -5.170 6.891 -1.838  0.000
H: -6.136 6.600 -0.387  0.006
H: -6.250 5.494 -1.749  0.005
H: -5.774 3.981 0.386  -0.003
H: 3.192 3.451 1.281  0.000
C: -0.961 -6.421 0.681  0.000
C: -2.129 -6.911 0.127  0.000
C: -3.025 -6.018 -0.435  0.000
C: -2.716 -4.659 -0.423  0.000
N: -1.578 -4.191 0.078  0.000
C: -0.735 -5.053 0.625  0.000
C: -3.668 -3.645 -0.975  0.000
C: -5.026 -3.930 -1.102  0.000
C: -5.860 -2.962 -1.630  0.000
C: -5.326 -1.743 -2.001  0.000
C: -3.962 -1.531 -1.811  0.000
N: -3.157 -2.466 -1.315  0.000
C: -3.346 -0.217 -2.169  0.000
C: -4.060 0.957 -1.970  0.001
C: -3.486 2.165 -2.321  0.000
C: -2.202 2.158 -2.827  0.001
C: -1.558 0.938 -2.962  0.000
N: -2.106 -0.238 -2.670  0.001
H: -0.237 -7.074 1.150  0.000
H: -2.346 -7.973 0.132  0.000
H: -3.943 -6.374 -0.883  0.000
H: 0.171 -4.627 1.036  0.000
H: -5.428 -4.875 -0.765  0.000
H: -6.920 -3.156 -1.746  0.000
H: -5.947 -0.964 -2.422  0.000
H: -5.031 0.926 -1.498  0.000
H: -4.013 3.096 -2.156  0.000
H: -1.687 3.076 -3.072  0.000
H: -0.537 0.918 -3.314  0.000
S: 2.836 -3.915 0.034  0.000
C: 3.163 -3.100 -1.350  0.000
N: 4.363 -2.554 -1.647  0.000
C: 4.529 -1.769 -2.863  0.000
C: 3.313 -0.897 -3.006  0.000
N: 2.149 -1.760 -3.125  0.000
C: 1.095 -1.333 -4.042  0.000
C: 1.425 -1.675 -5.476  0.000
C: 2.108 -0.768 -6.282  0.000
C: 2.467 -1.098 -7.583  0.000
C: 2.138 -2.344 -8.096  0.000
C: 1.439 -3.248 -7.306  0.000
C: 1.083 -2.917 -6.007  0.000
C: 2.048 -2.884 -2.399  0.000
S: 0.875 -4.017 -2.564  0.000
C: 5.571 -2.944 -0.934  0.000
C: 6.447 -1.762 -0.611  0.000
C: 5.875 -0.625 -0.045  0.000
C: 6.666 0.456 0.307  0.000
C: 8.041 0.410 0.104  0.000
C: 8.616 -0.720 -0.457  0.000
C: 7.819 -1.801 -0.817  0.000
H: 4.654 -2.421 -3.736  0.000
H: 5.420 -1.151 -2.757  0.000
H: 3.384 -0.287 -3.904  0.000
H: 3.217 -0.236 -2.143  0.000
H: 1.003 -0.254 -3.929  0.000
H: 0.164 -1.798 -3.721  0.000
H: 2.342 0.218 -5.895  0.000
H: 2.997 -0.378 -8.195  0.000
H: 2.415 -2.606 -9.110  0.000
H: 1.165 -4.217 -7.705  0.000
H: 0.547 -3.619 -5.381  0.000
H: 6.113 -3.699 -1.516  0.000
H: 5.249 -3.417 -0.007  0.000
H: 4.803 -0.589 0.121  0.000
H: 6.202 1.332 0.744  0.000
H: 8.660 1.252 0.386  0.000
H: 9.686 -0.762 -0.621  0.000
H: 8.267 -2.682 -1.264  0.000
F: -1.427 -2.320 2.531  0.000
As: -2.326 -3.151 3.787  0.000
F: -0.899 -4.152 4.035  0.000
F: -1.713 -1.957 4.897  0.000
F: -3.077 -3.961 5.123  0.000
F: -3.718 -2.164 3.516  0.000
F: -2.941 -4.313 2.666  0.000
C: -0.874 -0.144 7.732  0.000
C: 0.361 0.476 7.077  0.000
C: 0.830 -0.305 5.889  0.000
N: 0.998 0.212 4.720  0.000
N: 1.323 -0.724 3.761  0.000
C: 1.398 -1.918 4.247  0.000
N: 1.733 -3.023 3.488  0.000
S: 1.111 -2.013 5.946  0.000
H: -1.266 0.511 8.513  0.000
H: -0.643 -1.110 8.184  0.000
H: -1.655 -0.312 6.989  0.000
H: 1.172 0.567 7.807  0.000
H: 0.136 1.476 6.706  0.000
H: 1.756 -2.766 2.508  0.000
H: 1.078 -3.781 3.638  0.000